No. 1
Density functional theory data (ωB97M-V with the def2-TZVPD basis set) for C21H14Cl2F6N3O6S3Sr as an isolated structure at a distorted geometry.

```
! RIJCOSX wB97M-V def2-TZVPD def2/J DEFGRID3
* xyz -1 1
Sr -1.0253 1.4618 -0.0989
F 3.8013 3.7229 -1.5357
C 2.7831 3.3858 -2.3186
F 2.6007 4.3292 -3.2345
F 3.0652 2.2381 -2.9278
S 1.2588 3.1524 -1.3218
O 1.5633 2.1532 -0.3246
O 0.1996 2.7286 -2.1966
N 1.1347 4.6009 -0.7753
S 0.0091 5.0373 0.2212
O -1.0960 4.0995 0.2738
O -0.2530 6.4312 0.1056
C 0.8208 4.8361 1.8661
F 2.0250 5.4010 1.8762
F 0.0718 5.4083 2.8048
F 0.9564 3.5407 2.1605
S -4.0493 1.2679 0.3852
C -3.5359 1.5211 2.0052
C -4.4767 1.7561 3.0397
C -4.0532 1.9622 4.3287
C -2.6860 1.9403 4.6160
C -1.8257 1.7056 3.5690
N -2.2160 1.4927 2.3069
H -5.5264 1.7741 2.7826
H -4.7784 2.1440 5.1142
H -2.3052 2.0990 5.6155
H -0.7538 1.6733 3.7413
Cl 2.3392 -1.2621 -2.0344
C 2.0969 -1.7586 -0.3889
C 2.3044 -0.8067 0.5941
C 2.1955 -1.1441 1.9302
C 1.8875 -2.4475 2.2804
C 1.6683 -3.3810 1.2878
Cl 1.2651 -5.0141 1.7562
C 1.7405 -3.0798 -0.0801
N 1.5127 -4.0717 -1.0215
C 0.7527 -3.9241 -2.2150
C 1.2937 -4.3998 -3.4068
C 0.6053 -4.2666 -4.5990
C -0.6276 -3.6243 -4.6055
C -1.1735 -3.1735 -3.4161
C -0.5160 -3.3449 -2.1985
C -1.1875 -2.9128 -0.9227
C -1.0918 -1.4093 -0.6524
O -1.3505 -0.6209 -1.5972
O -0.7564 -1.0540 0.5061
H 2.5505 0.2024 0.2919
H 2.3492 -0.3952 2.6956
H 1.7954 -2.7461 3.3153
H 1.6542 -5.0113 -0.6941
H 2.2833 -4.8406 -3.3824
H 1.0384 -4.6349 -5.5206
H -1.1647 -3.4819 -5.5352
H -2.1345 -2.6741 -3.4096
H -0.7875 -3.4392 -0.0591
H -2.2524 -3.1463 -0.9972
*
```

Output
LUMO level = 2.46 eV
ΔE to the lowest compared entry with this formula, charge and spin = 41.49 kJ/mol
Total energy = -113458.0788 eV
E_HOMO = -0.169 Ha

Results of the Mulliken charge analysis, in e, for atoms 1 through 8: 1.471, -0.204, 0.430, -0.197, -0.197, 1.033, -0.492, -0.686

No. 2
Density functional theory data (ωB97M-V with the def2-TZVPD basis set) for a 11-piece molecular cluster, C52H135N13O18 overall at a distorted geometry.

```
! RIJCOSX wB97M-V def2-TZVPD def2/J DEFGRID3
* xyz 0 1
C 9.0971 1.6541 -2.5784
O 7.7997 2.2345 -2.4059
C 6.9215 1.6240 -1.4805
C 5.5007 2.0579 -1.8158
C 5.3561 3.5298 -1.6474
N 4.4744 1.2418 -1.1109
H 9.8873 2.3729 -2.4928
H 9.1974 1.1719 -3.5696
H 9.3350 0.9659 -1.7752
H 7.0165 0.5504 -1.6389
H 7.2715 1.8118 -0.4445
H 5.3895 1.8901 -2.9290
H 4.3858 3.9686 -1.7724
H 6.0210 4.0653 -2.2933
H 5.7061 3.8680 -0.6552
H 4.7163 0.2690 -1.0853
H 4.4229 1.4601 -0.1135
C -1.5952 2.3301 0.3896
O -0.8225 1.1838 0.5065
C 0.1902 1.1750 -0.5077
C 0.8751 -0.1421 -0.6151
C 1.6164 -0.4753 0.6417
N 1.7155 -0.2863 -1.7860
H -1.0448 3.2881 0.4586
H -2.3981 2.3121 1.1253
H -1.9892 2.3141 -0.5987
H -0.2637 1.4322 -1.4781
H 0.9208 2.0150 -0.2483
H 0.0611 -0.9461 -0.6706
H 0.8704 -0.6294 1.4619
H 2.2789 0.3866 0.8515
H 2.0916 -1.4632 0.6085
H 1.2781 -0.1690 -2.7215
H 2.4261 0.4711 -1.7558
C 3.2791 -4.0623 2.4914
O 2.2948 -3.1423 2.9678
C 2.4804 -2.7849 4.2874
C 3.7332 -1.8668 4.5174
N 3.3764 -0.5078 4.1357
C 4.4977 0.4106 3.9924
C 4.1586 1.7599 3.5170
O 3.6300 1.7435 2.2180
C 3.2463 3.0605 1.8692
H 2.8998 -4.4199 1.4764
H 3.3871 -4.9778 3.1396
H 4.2736 -3.6067 2.2918
H 2.4721 -3.6699 4.9472
H 1.5975 -2.1270 4.4625
H 4.5456 -2.2503 3.8606
H 4.0883 -1.9348 5.5649
H 2.7810 -0.4506 3.2559
H 5.2960 -0.0722 3.4000
H 4.8760 0.6099 5.0004
H 5.1120 2.3793 3.5592
H 3.4154 2.1335 4.2954
H 4.1126 3.7833 1.9360
H 2.4341 3.3772 2.5387
H 2.8681 3.0566 0.8378
C 5.4140 -6.9481 0.8462
O 4.6099 -6.6249 -0.2954
C 3.4076 -7.3770 -0.2172
C 2.5619 -7.2144 -1.4609
N 1.9507 -5.8988 -1.4111
C 0.9988 -5.5073 -2.4487
C 1.7823 -5.0568 -3.6922
O 0.8469 -4.4832 -4.6231
C 1.2270 -4.5200 -5.9590
H 5.9379 -7.8804 0.5607
H 4.9087 -6.9849 1.8000
H 6.1271 -6.1260 0.8864
H 2.8157 -7.0955 0.6332
H 3.7475 -8.3989 -0.1722
H 1.9221 -8.0647 -1.5602
H 3.2683 -7.2988 -2.3124
H 1.4643 -5.7042 -0.5309
H 0.5455 -4.5388 -2.1165
H 0.2555 -6.2582 -2.6545
H 2.1354 -6.0090 -4.1639
H 2.6151 -4.4380 -3.4786
H 0.5209 -3.9202 -6.5543
H 1.1512 -5.5588 -6.2603
H 2.2216 -4.0463 -6.1479
C -5.1459 3.8358 2.8918
O -4.2533 4.4906 2.0051
C -4.8955 5.3347 1.0052
C -3.9494 6.2738 0.2599
N -3.0846 5.5735 -0.6527
C -2.6545 6.4364 -1.7516
C -1.4406 5.7642 -2.5050
O -0.4448 5.6065 -1.5880
C 0.6242 4.7281 -1.9442
H -6.0986 3.4432 2.3899
H -5.4245 4.5679 3.6489
H -4.6454 2.9877 3.3465
H -5.6304 5.9748 1.4560
H -5.2490 4.6573 0.2338
H -3.3500 6.8991 0.9205
H -4.6116 7.0283 -0.2309
H -2.2076 5.3537 -0.2242
H -2.2740 7.4756 -1.4090
H -3.5103 6.6569 -2.3825
H -1.1255 6.3695 -3.3566
H -1.6944 4.8324 -2.9353
H 1.3404 4.8871 -1.1774
H 1.1123 4.9756 -2.8970
H 0.2000 3.6842 -2.0131
C 7.1839 -1.4701 -5.5706
O 6.2934 -2.2441 -6.2996
C 5.5654 -3.1625 -5.4922
C 4.5386 -2.4741 -4.6576
N 3.5303 -1.7631 -5.5343
C 2.5477 -1.1098 -4.7203
C 1.4423 -0.5114 -5.5970
O 0.4593 -0.0213 -4.7116
C -0.7451 -0.7214 -4.7810
H 7.9979 -2.0466 -5.2041
H 6.7836 -0.8966 -4.6883
H 7.5701 -0.7029 -6.2438
H 6.2007 -3.7788 -4.8727
H 5.0846 -3.8773 -6.1755
H 4.9764 -1.7836 -3.8509
H 4.0342 -3.2439 -4.1092
H 3.9786 -1.0527 -6.1319
H 2.9779 -0.2901 -4.0675
H 2.0654 -1.8412 -4.0576
H 0.9447 -1.2626 -6.2526
H 1.8158 0.3664 -6.1641
H -0.6276 -1.7751 -4.6200
H -1.1303 -0.5659 -5.7888
H -1.4654 -0.2621 -4.1063
C -4.4887 2.3391 -2.7569
O -4.8703 1.3442 -1.8246
C -5.5152 1.7117 -0.5874
C -6.9181 2.2237 -0.7260
N -7.7177 1.2847 -1.3804
C -9.0873 1.7899 -1.5668
C -9.7767 1.3201 -2.8625
O -9.0132 1.7096 -4.0361
C -9.0839 3.0795 -4.2722
H -4.0421 1.8546 -3.6035
H -3.7190 3.0115 -2.3768
H -5.4061 2.8682 -3.0468
H -4.9324 2.4432 -0.0480
H -5.5271 0.8176 0.0397
H -7.0065 3.1698 -1.2769
H -7.2174 2.4261 0.3653
H -7.2852 0.9894 -2.2709
H -9.1503 2.9071 -1.5922
H -9.6258 1.4725 -0.6487
H -10.7960 1.6697 -3.0634
H -9.7495 0.2319 -2.9234
H -8.3315 3.3086 -5.0619
H -8.9011 3.6912 -3.3784
H -10.0357 3.4296 -4.6517
C -0.8660 -1.9551 5.7049
O -2.2153 -1.9919 5.3772
C -2.4845 -2.2062 4.0363
C -2.2169 -0.9136 3.2974
N -2.2974 -1.0784 1.8454
C -3.5681 -0.8099 1.2428
C -3.4591 -0.9786 -0.2543
O -3.0033 -2.3297 -0.6264
C -2.4197 -2.4626 -1.8936
H -0.4731 -0.9539 5.5216
H -0.1795 -2.6924 5.1958
H -0.8170 -2.1143 6.7870
H -3.5116 -2.5103 3.8943
H -1.8727 -3.0310 3.5817
H -1.1703 -0.4899 3.4360
H -2.8928 -0.1519 3.6030
H -1.6346 -0.4335 1.4176
H -3.9872 0.2550 1.3798
H -4.3627 -1.4579 1.6293
H -2.6842 -0.2184 -0.5025
H -4.4598 -0.8113 -0.7865
H -2.4863 -3.5020 -2.1222
H -1.4043 -2.0721 -2.0710
H -2.9442 -2.0278 -2.6858
C -6.6720 4.3352 6.8024
O -6.0760 3.1384 6.3635
C -4.6541 3.1113 6.5308
C -4.1109 1.6736 6.1286
N -2.9153 1.2934 6.9398
C -1.8613 2.2973 6.9208
C -0.9660 2.1875 5.6759
O -1.4651 3.0189 4.6304
C -0.5741 3.2576 3.6099
H -7.6880 4.0988 7.0850
H -6.5994 5.0991 6.0227
H -6.2296 4.7888 7.6970
H -4.5849 3.2137 7.6198
H -4.2236 3.9607 6.0329
H -3.9988 1.7756 5.0353
H -4.7742 0.9488 6.4041
H -2.7114 0.3321 6.6684
H -1.2999 2.2373 7.8340
H -2.3849 3.2999 6.9452
H -0.8824 1.1836 5.3140
H 0.0813 2.4750 5.8608
H -1.1789 3.9009 2.9785
H -0.1816 2.3600 3.0420
H 0.3260 3.8132 4.0077
N 3.6382 -2.9039 -1.2282
C 5.0009 -2.9496 -1.2944
N 5.5981 -4.1471 -1.1207
O 5.7582 -2.0082 -1.5125
H 3.2630 -1.9926 -1.1550
H 3.0743 -3.7053 -1.0889
H 6.5887 -4.1566 -1.2819
H 5.2201 -5.0545 -0.9907
N -0.3839 -3.3042 1.5568
C -0.4387 -4.6032 1.2880
N -1.6208 -5.0672 0.8511
O 0.6127 -5.3107 1.2922
H -1.1936 -2.6618 1.4482
H 0.3835 -3.0421 2.1453
H -2.3187 -4.4209 0.5033
H -1.5603 -5.9957 0.5048
*
```

Output
LUMO level = 0.61 eV
Total energy = -112329.4076 eV
E_HOMO = -0.312 Ha
SMILES string = COC[C@H](C)N.COC[C@H](C)N.COCCNCCOC.COCCNCCOC.COCCNCCOC.COCCNCCOC.COCCNCCOC.COCCNCCOC.COCCNCCOC.NC(N)=O.NC(N)=O

Results of the Mulliken charge analysis, in e, for atoms 1 through 8: -0.805, -0.369, -0.279, 0.569, -1.746, 0.192, 0.318, 0.216

No. 3
Density functional theory data (ωB97M-V with the def2-TZVPD basis set) for C46H38F6IrN2O5P2 as an isolated structure.

```
! RIJCOSX wB97M-V def2-TZVPD def2/J DEFGRID3
* xyz 2 6
Ir -0.6212 0.1634 -0.0530
C -0.6613 3.5959 0.4459
O 0.1895 2.4378 0.4026
C 1.5125 2.6019 0.1955
C 2.1189 3.8465 0.2453
C 3.4757 3.9631 0.0018
C 4.2495 2.8357 -0.2959
C 3.6645 1.6012 -0.3352
C 2.2816 1.4352 -0.0825
N 1.6666 0.1998 -0.1057
N 2.4942 -0.7625 -0.3917
C 2.1821 -2.0458 -0.4496
C 0.8984 -2.6441 -0.0336
O -0.0615 -1.9435 0.3580
C 0.7492 -4.0680 -0.0492
C 1.7549 -4.8540 -0.4797
C 3.0223 -4.3259 -0.9235
C 4.0217 -5.1874 -1.3646
C 5.2422 -4.6864 -1.7900
C 5.4667 -3.3154 -1.7736
C 4.4815 -2.4464 -1.3384
C 3.2445 -2.9339 -0.9055
H -0.4903 4.1485 1.3689
H -1.6753 3.2134 0.4035
H -0.4799 4.2256 -0.4235
H 1.5413 4.7291 0.4727
H 3.9376 4.9406 0.0401
H 5.3061 2.9410 -0.4976
H 4.2544 0.7291 -0.5616
H -0.2096 -4.4600 0.2672
H 1.6244 -5.9300 -0.5094
H 3.8369 -6.2543 -1.3727
H 6.0142 -5.3608 -2.1343
H 6.4167 -2.9197 -2.1061
H 4.6695 -1.3838 -1.3377
O -0.5332 0.3429 2.1214
P -1.3477 -0.2069 3.2863
C -1.9781 -1.8509 2.8571
P -3.0224 -1.8850 1.3680
O -2.5075 -0.9327 0.3123
C -4.6822 -1.4370 1.8445
C -5.4472 -2.2907 2.6383
C -6.7179 -1.9053 3.0321
C -7.2254 -0.6770 2.6241
C -6.4679 0.1668 1.8234
C -5.1922 -0.2093 1.4319
C -2.9762 -3.5755 0.7895
C -3.1105 -3.7865 -0.5819
C -3.0815 -5.0785 -1.0836
C -2.9240 -6.1567 -0.2217
C -2.7906 -5.9487 1.1454
C -2.8157 -4.6582 1.6533
C -2.7442 0.8117 3.7207
C -2.8242 2.1044 3.2153
C -3.9011 2.9126 3.5505
C -4.8903 2.4294 4.3946
C -4.8088 1.1399 4.9088
C -3.7387 0.3295 4.5744
C -0.3004 -0.4310 4.7105
C -0.5761 0.1839 5.9285
C 0.2751 -0.0136 7.0066
C 1.3944 -0.8199 6.8686
C 1.6766 -1.4306 5.6505
C 0.8332 -1.2364 4.5726
H -2.5169 -2.2688 3.7115
H -1.1028 -2.4787 2.6719
H -5.0676 -3.2637 2.9324
H -7.3201 -2.5674 3.6398
H -8.2228 -0.3826 2.9236
H -6.8743 1.1151 1.4977
H -4.5926 0.4360 0.8016
H -3.2242 -2.9420 -1.2513
H -3.1856 -5.2457 -2.1475
H -2.9102 -7.1642 -0.6165
H -2.6691 -6.7899 1.8148
H -2.7007 -4.5088 2.7209
H -2.0410 2.4728 2.5670
H -3.9641 3.9206 3.1618
H -5.7280 3.0613 4.6591
H -5.5807 0.7692 5.5699
H -3.6842 -0.6716 4.9871
H -1.4468 0.8180 6.0397
H 0.0633 0.4649 7.9531
H 2.0547 -0.9735 7.7116
H 2.5552 -2.0530 5.5466
H 1.0639 -1.6985 3.6181
C -2.7274 2.0023 -3.3271
C -1.5841 1.1869 -2.7455
O -1.5746 1.2967 -1.3517
C -1.7485 -0.3016 -3.1208
F -1.5745 -0.5381 -4.4116
F -2.9509 -0.7459 -2.7608
F -0.8411 -1.0685 -2.4442
C -0.2386 1.7388 -3.2682
F -0.1682 1.7512 -4.5915
F 0.8028 1.0192 -2.8059
F -0.0694 2.9918 -2.8230
H -3.6677 1.6338 -2.9255
H -2.7472 1.9322 -4.4138
H -2.5994 3.0437 -3.0405
*
```

Output
LUMO level (alpha / beta) = -6.20 / -7.99 eV
ΔE to the lowest compared entry with this formula, charge and spin = 0.00 kJ/mol
Total energy = -99244.3387 eV
E_HOMO (alpha / beta) = -0.480 / -0.504 Ha
<S²> = 8.84

Results of the Mulliken charge analysis, in e, for atoms 1 through 8: 5.296, -1.552, 0.768, 0.547, -0.652, -0.843, -1.028, -0.783